This record from the OMol25 dataset describes a 7-piece molecular cluster, C24H46FNO15S5 overall at a distorted geometry. The level of theory is ωB97M-V/def2-TZVPD.

Structure (XYZ):
```
92
Properties=species:S:1:pos:R:3:forces:R:3:mulliken_charge:R:1
C 0.770988 0.807967 -0.308392 -1.3 0.2 0.2 -0.921
N 1.424033 0.267871 0.925633 0.0 0.1 -0.9 1.059
O 1.205455 0.891515 1.927589 -0.2 0.5 1.0 -0.610
O 2.061492 -0.753177 0.873276 0.3 -0.5 -0.4 -0.397
H 0.380021 1.774389 -0.011523 0.2 0.2 -0.2 0.524
H -0.103278 0.173276 -0.470390 0.2 -0.2 0.0 0.138
H 1.340704 0.869533 -1.226416 0.6 -0.3 0.3 0.197
C 0.971066 5.787955 -5.095056 2.8 0.2 0.4 -0.688
C -0.239265 4.912935 -5.416092 -1.6 1.1 1.4 -0.540
C -0.592839 4.078948 -4.185336 1.2 -0.9 0.6 -0.716
S 0.131587 4.884237 -2.725313 0.4 -0.6 0.2 0.993
O 0.744091 3.919648 -1.832073 -0.3 -0.1 -0.3 -0.556
O -0.860257 5.762695 -2.162713 0.1 0.5 -0.3 -0.642
C 1.493578 5.725473 -3.616637 -1.8 -0.8 -0.4 -0.573
H 0.946671 6.867696 -5.221373 -1.1 -0.1 -0.9 0.330
H 1.823609 5.473811 -5.706323 -0.1 0.0 0.0 0.282
H -0.189263 4.235156 -6.257629 0.4 0.3 -0.4 0.412
H -1.043181 5.643677 -5.543198 -0.3 -0.4 -0.5 0.230
H -0.055067 3.123949 -4.203220 0.1 0.1 -0.1 0.380
H -1.622999 3.794367 -3.990039 -0.2 0.5 -0.1 0.451
H 2.371673 5.101641 -3.509123 0.0 0.0 0.2 0.267
H 1.608928 6.708405 -3.177888 0.2 0.0 0.1 0.405
C 1.710910 -4.871385 -1.803142 -0.5 -0.8 1.8 -0.690
C 1.827635 -3.362123 -1.645927 0.3 0.0 0.1 -0.466
C 0.509464 -2.909184 -1.075631 -1.2 1.2 0.1 0.234
S -0.795039 -4.033162 -1.664121 1.0 0.2 0.0 1.157
O -1.617095 -3.391738 -2.658577 -0.1 0.0 0.0 -0.710
O -1.402504 -4.625231 -0.500952 -0.1 -0.5 -0.2 -0.616
C 0.376887 -5.165778 -2.521098 1.4 1.2 0.3 -0.733
H 1.610037 -5.269828 -0.779877 0.0 0.0 -0.1 0.273
H 2.589642 -5.402827 -2.161762 -0.1 0.2 -0.7 0.433
H 2.019665 -2.878548 -2.606471 0.0 0.0 0.0 0.233
H 2.607352 -3.070445 -0.942460 0.2 -0.1 -0.2 0.249
H 0.217073 -1.888260 -1.337258 0.0 -0.2 -0.7 0.043
H 0.396079 -2.787379 0.001725 0.4 -1.0 0.1 -0.152
H 0.569562 -4.709034 -3.493575 -0.9 -0.4 -0.4 0.313
H 0.131478 -6.217371 -2.540189 -0.5 0.0 0.0 0.467
C -3.299698 3.364739 -0.695397 0.2 -1.4 0.1 0.322
C -3.946811 4.142705 0.456275 -0.5 1.3 -0.1 -0.750
C -5.444135 3.927255 0.402191 -0.2 -0.7 -1.6 -0.860
S -5.731057 2.230949 -0.190987 -0.5 2.0 0.6 1.039
O -6.920829 2.315078 -1.005138 0.4 -0.7 -0.4 -0.697
O -5.738094 1.363992 0.959972 0.7 -0.7 -0.2 -0.551
C -4.190039 2.190707 -1.213615 -0.4 0.3 0.9 -0.601
H -2.444807 2.832023 -0.279989 0.3 0.4 -0.1 -0.219
H -2.938060 3.976906 -1.515510 -0.2 0.2 0.0 0.106
H -3.876854 5.213082 0.242568 0.6 -0.1 0.3 0.303
H -3.464410 3.959891 1.412206 -0.2 -0.2 0.1 0.397
H -5.780676 4.481839 -0.482058 -0.1 0.0 0.1 0.345
H -6.138066 4.193175 1.190349 0.3 -0.3 0.5 0.489
H -4.526093 2.262046 -2.241657 0.0 0.0 -0.1 0.401
H -3.643380 1.273277 -1.021238 -0.4 -0.3 -0.2 0.265
C -3.666531 -0.539429 3.543995 -0.3 0.5 0.7 -0.720
C -4.408632 -1.528595 2.646179 0.9 -0.6 0.2 -0.362
C -3.401977 -2.667401 2.484738 0.3 -0.3 0.3 -0.952
S -1.786980 -1.888445 2.262384 0.0 0.4 -0.2 1.212
O -1.483801 -1.744132 0.855301 -0.2 0.4 0.0 -0.605
O -0.774190 -2.497286 3.085533 -0.1 -0.3 0.3 -0.759
C -2.255818 -0.307153 3.016968 -0.4 0.1 -0.7 -0.500
H -3.616414 -0.963169 4.551407 0.0 -0.1 0.0 0.323
H -4.183207 0.414991 3.646657 -0.1 0.0 -0.1 0.353
H -4.656319 -1.157670 1.660891 -0.3 0.4 -0.1 0.160
H -5.285036 -1.917812 3.154800 -0.3 0.1 -0.2 0.398
H -3.617785 -3.369622 1.685216 0.2 0.0 -0.2 0.452
H -3.273556 -3.207735 3.425046 -0.1 -0.1 0.0 0.397
H -2.313987 0.461619 2.243640 0.3 -0.2 -0.2 0.098
H -1.499182 -0.013609 3.736482 0.0 -0.2 0.1 0.445
C 1.723685 -4.347902 5.347510 -0.4 -0.3 -0.6 -0.580
C 1.896934 -4.408107 3.815794 0.4 -0.2 -1.0 -0.499
C 2.496148 -3.101327 3.330742 -1.4 1.8 0.6 -0.468
S 3.504367 -2.390780 4.619156 1.0 -2.4 -0.1 1.155
O 3.253483 -0.992729 4.813277 -0.2 0.1 0.1 -0.656
O 4.859920 -2.875462 4.448782 0.1 0.5 0.0 -0.688
C 2.785842 -3.432348 5.938743 -0.5 1.0 0.6 -0.748
H 1.683182 -5.367456 5.731159 0.5 0.1 0.2 0.358
H 0.728118 -3.968026 5.584090 0.1 0.3 -0.2 0.225
H 0.945010 -4.537604 3.299753 -0.1 0.1 0.2 0.245
H 2.506519 -5.235308 3.444884 0.2 -0.1 0.5 0.409
H 1.695895 -2.344960 3.380041 -0.1 -0.3 -0.5 -0.022
H 2.962564 -2.998943 2.358212 0.2 -0.3 0.0 0.548
H 2.317871 -2.685243 6.584700 0.1 -0.2 0.2 0.356
H 3.588668 -3.917686 6.482572 0.2 0.0 -0.2 0.373
C 5.767965 1.162033 -2.840639 0.2 -0.2 1.0 -0.459
C 4.469680 0.910395 -2.074483 0.6 -0.2 0.1 0.335
O 4.947219 0.426877 -0.842281 -0.6 0.1 -0.8 -0.269
C 6.127318 -0.229670 -1.092462 -1.0 1.5 -1.3 0.538
O 6.602810 -1.005762 -0.389316 1.3 -2.0 2.0 -0.431
O 6.640795 0.169209 -2.267683 -0.2 0.4 -0.8 -0.342
F 3.721864 -0.088529 -2.691499 0.1 0.7 0.3 -0.293
H 6.154322 2.138327 -2.529362 -0.1 0.0 -0.4 0.290
H 5.720388 1.035729 -3.914125 -0.1 0.0 -0.1 0.324
H 3.886963 1.813382 -1.893221 -0.4 -0.3 -0.1 0.310
```
Positions in Å, forces in eV/Å.

Properties
- relative energy (zero: lowest compared OMol25 entry of this formula, charge and spin) (eV) = 0.000
- SMILES string = O=C1OC[C@@H](F)O1.C[N+](=O)[O-].O=S1(=O)CCCC1.O=S1(=O)CCCC1.O=S1(=O)CCCC1.O=S1(=O)CCCC1.O=S1(=O)CCCC1
- Kohn-Sham gap (eV) = 9.230
- HOMO (eV) = -9.5
- E_LUMO (eV) = -0.3
- energy (Eh) = -4216.037043